15
Properties=species:S:1:pos:R:3:forces:R:3 method="wB97M-V/def2-TZVPD" gap_ev=10.16 energy_ha=-705.1148 e_above_lowest_kcal_mol=20.2 homo_ev=-9.92 lumo_ev=0.2 spin_multiplicity=1
O -0.4531 3.3030 -1.3596 0.408 0.068 0.159
H 1.9865 0.4164 -2.3218 -0.367 -0.617 -0.044
H 1.1094 -1.1837 0.6422 0.178 -0.165 0.042
H -1.5497 -1.3678 0.6362 -0.093 -0.157 -0.311
H -0.1065 4.1047 -1.7722 -0.105 -0.138 0.079
H 0.8395 -0.4355 3.1971 0.533 0.220 -0.515
O 0.4524 -1.0073 3.8547 -0.456 -0.145 0.230
H 0.9054 -0.4514 -2.9776 -0.197 0.059 -0.181
S -1.8252 -0.7653 -0.5371 0.005 0.485 0.284
O 1.4620 -0.3982 -2.2007 0.610 0.627 0.180
H 1.6392 0.1146 0.1908 0.008 0.530 -0.602
H 0.1864 3.0975 -0.6603 -0.296 0.071 -0.241
O 1.8219 -0.5611 0.8318 -0.258 -0.391 0.653
H -1.8505 -1.8717 -1.2738 0.060 -0.350 0.099
H -0.4643 -0.7150 3.8803 -0.032 -0.098 0.170

***

141
Properties=species:S:1:pos:R:3:forces:R:3 method="wB97M-V/def2-TZVPD" gap_ev=10.18 charge=+1 energy_ha=-5438.0809 homo_ev=-12.32 lumo_ev=-2.1 spin_multiplicity=1
H 3.0428 3.5566 2.8876 0.097 0.147 0.173
C 1.5283 -6.1576 -2.1381 -0.138 -0.368 0.083
H 3.8792 5.8861 5.7214 0.050 0.052 0.098
H 0.6931 4.9757 -3.2213 0.074 -0.076 0.008
C 1.5967 -1.4486 -2.3684 0.885 -0.351 0.060
H 1.8078 -0.1910 0.9334 0.053 -0.500 -0.130
C -0.5019 11.5090 -1.9265 -0.207 -0.184 0.096
H 5.4407 5.4546 3.8772 -0.158 -0.106 -0.127
O -4.8292 -12.5893 6.4603 -0.083 0.228 -0.024
F -5.2795 -8.5309 3.5481 0.041 -0.012 -0.086
C 4.1519 6.7330 5.0890 0.096 0.341 -0.025
O 2.1140 -2.8877 -9.0544 0.217 0.070 0.313
O 2.0061 10.5649 -4.0105 0.182 -0.113 -0.054
H -0.6286 -6.3624 -2.0800 0.100 -0.074 0.078
H 1.9060 -4.6958 -6.4027 -0.003 0.135 0.070
H -0.0630 11.7322 -0.9536 0.047 0.156 -0.047
H -5.1455 -11.2614 8.0177 0.032 0.136 -0.056
H 0.4000 -2.8498 -1.3716 -0.483 -0.101 -0.111
H -1.1332 -5.0843 0.6814 0.206 0.341 1.694
O 1.3809 -0.9199 -8.2233 -0.070 0.201 -0.037
H -0.8227 2.8126 1.2087 -0.097 -0.430 0.403
C -0.1078 0.2206 0.2539 1.467 0.053 -0.272
N -0.1135 1.7028 -2.0235 0.521 0.091 0.115
H 0.9721 2.2710 1.7935 -0.232 -0.003 -0.174
H 2.3529 1.8372 -1.3173 0.002 0.573 -0.175
C 3.2933 2.8229 2.1304 0.003 0.177 -0.213
O 2.9706 7.3718 4.6306 -0.025 -0.375 -0.013
H 5.3530 4.2685 -0.2891 -0.134 0.132 0.324
O 4.7163 2.8361 1.9835 0.224 0.080 -0.203
C -5.6279 -10.4850 6.0542 0.191 0.187 0.168
B 0.5706 1.2882 -0.7753 -0.855 0.978 -0.896
F 4.8818 7.6085 5.8148 -0.084 -0.005 -0.026
C -0.3698 12.6737 -2.8815 0.213 0.171 0.216
C 1.2733 1.3279 2.2393 0.275 -0.449 0.529
H -3.6455 -6.7544 4.2054 -0.130 -0.050 -0.069
H -0.1262 -3.1030 0.8041 0.713 0.482 0.331
C 2.6657 6.8387 3.4165 0.059 0.109 -0.039
O -4.3653 -10.6596 5.4307 -0.329 -0.177 -0.036
H 2.9464 0.1477 -2.9341 0.098 0.012 -0.268
H -2.6817 -8.0916 4.8671 0.197 -0.030 -0.116
F 2.3497 -5.1241 -9.2875 0.010 0.093 -0.016
H -0.3806 2.6777 -1.9210 -0.118 0.017 0.062
C -1.7406 0.7573 2.1030 -0.692 0.230 1.082
O 1.8166 -7.0506 -3.2021 0.032 0.376 -0.096
C 1.5665 -2.0810 -8.1011 -0.081 -0.118 -0.052
H 1.5267 7.1684 -3.9252 -0.182 0.119 0.012
H 3.0150 1.2633 3.5461 0.153 -0.284 0.123
H -4.2377 3.3034 0.3593 -0.261 0.018 -0.021
H 5.7742 2.8234 -1.1719 0.153 -0.168 -0.113
O 1.2906 -6.9623 -5.4011 0.113 -0.133 -0.174
F -5.6764 -9.2510 6.6157 0.059 -0.027 -0.061
H -1.5992 -0.2675 2.4427 0.201 -0.170 -0.411
H 0.6230 -0.7250 2.1158 -0.038 -0.309 -0.019
C -2.1635 3.1750 -0.2890 -1.078 1.152 0.191
H -1.1257 -1.9077 1.6414 0.385 0.173 0.127
C -2.5840 -7.6386 1.7668 -0.059 -0.077 0.028
O 0.2405 7.6054 -2.3457 0.068 -0.321 0.021
H -2.9557 -2.5654 0.0775 -0.454 0.218 -0.147
H 0.5557 1.7207 -2.7880 -0.133 -0.212 -0.233
C -3.3486 1.2587 3.6950 -0.409 0.123 -0.268
C -1.9979 -3.0503 0.1426 0.198 -0.333 1.734
H 0.5785 -4.6583 -7.5736 0.051 -0.043 -0.129
C -5.6275 -11.5822 7.0935 -0.165 -0.184 0.121
C 2.7874 1.4339 2.5010 0.041 0.521 -0.467
C -3.9720 -8.6431 3.2016 -0.287 0.119 -0.063
H -3.0488 2.2378 4.0606 0.352 0.052 0.103
Cl 2.1700 -2.5079 0.0078 0.011 0.008 0.002
H -2.6110 2.7605 -1.1845 0.410 -0.667 -0.082
N -1.2414 2.3250 0.4333 0.646 0.438 -1.531
H 5.4543 7.1683 3.4131 -0.043 0.107 0.130
H 2.3063 7.4470 -2.3576 0.021 -0.115 0.076
C 0.8632 -1.9190 -1.0888 0.312 0.255 -0.304
H -4.4231 1.1995 3.7977 -0.197 -0.122 0.025
C -0.3316 -1.1902 -0.3830 -0.398 -0.904 0.624
H 2.8474 3.1686 1.2003 -0.174 -0.028 -0.137
H -2.0770 0.5956 -2.1692 0.539 0.091 0.043
O -3.1922 -12.5171 4.9172 0.191 -0.006 -0.116
Cl 0.5848 -0.8302 -3.6918 -0.168 0.065 -0.032
C 0.1322 -5.6873 -2.4746 -0.041 0.081 -0.046
O 5.7231 1.2627 0.7241 -1.191 2.301 0.284
H -2.8133 -5.1398 0.2568 -0.960 0.207 1.239
H -3.6644 -9.6835 3.2880 -0.110 -0.037 0.012
C -0.8139 -2.2794 0.6688 -0.972 0.249 -0.272
O 0.9153 12.4598 -3.4436 -0.262 -0.209 -0.166
H -3.4633 0.9427 -0.1014 0.227 0.563 0.254
C 1.1539 11.1208 -3.4057 0.058 0.032 0.093
O 0.2757 10.5011 -2.5838 -0.099 0.256 0.038
H -2.8880 0.4494 4.2558 0.087 -0.033 0.193
H -3.3968 4.8608 0.2279 -0.141 0.220 0.088
F 2.4089 4.9180 -2.2017 -0.041 -0.003 0.010
C -2.0311 -4.4836 0.6077 0.549 -0.675 -3.526
C -2.2709 -0.1896 -1.4496 -0.781 -0.066 0.118
O 3.7214 6.1468 2.9189 0.079 0.034 0.219
C -3.3025 3.8260 0.5270 0.266 -0.755 -0.088
O -2.0248 -7.4030 0.7489 0.060 0.052 -0.166
C 2.4929 -4.0984 -8.4177 -0.262 -0.083 -0.233
H 2.9579 -0.1587 -1.2131 0.013 -0.104 0.139
H 3.3585 0.7435 1.8862 -0.028 -0.332 0.072
F -0.3837 13.8632 -2.2369 0.051 -0.036 -0.058
O -1.1628 7.0709 -0.6732 -0.180 -0.088 0.121
H -6.6209 -11.9597 7.3183 0.052 -0.178 -0.107
H -2.8895 -0.5414 0.5198 0.174 -0.116 0.391
H 0.8112 1.2480 3.2188 -0.273 0.223 0.108
C 4.8375 6.3553 3.7966 0.216 -0.248 -0.147
O 1.6217 6.9476 2.8715 -0.174 0.015 -0.111
C 5.0825 3.2297 -0.4474 0.210 0.139 -0.102
O -3.0709 1.1279 2.3009 0.153 -0.056 -0.265
C 1.2421 5.5598 -2.4789 0.210 0.020 0.295
H 2.2831 -5.3671 -2.1209 0.044 -0.043 0.117
H -1.5280 11.1794 -1.7891 0.050 -0.174 -0.119
H 3.5394 -4.0324 -8.1150 0.033 -0.087 -0.077
H -0.0782 -4.6825 -2.1346 -0.077 0.074 -0.192
H 1.9632 -2.3793 -2.7821 -0.175 -0.329 -0.054
O -3.8126 -8.2107 1.8575 0.297 -0.139 0.133
C -0.2407 6.8176 -1.3694 0.077 0.231 0.139
O -1.2970 -1.2006 -1.4245 0.374 0.444 -0.265
H 3.7575 -1.2717 -2.2730 0.197 -0.141 -0.110
C 2.8900 -0.6360 -2.1858 -0.446 0.675 0.291
H -1.1129 12.6921 -3.6803 -0.022 0.115 0.019
H -3.2015 -0.6509 -1.7820 -0.086 -0.270 -0.006
C 0.8816 0.0642 1.4225 0.073 1.198 0.151
O 1.8197 1.7826 -0.5205 0.218 -1.018 0.567
H -1.1259 1.4060 2.7219 0.463 0.043 -0.371
C 1.0976 -6.6308 -4.2825 -0.119 -0.027 0.075
C -2.5836 0.3148 -0.0626 -0.410 -0.393 -1.203
H 4.1033 3.2063 -0.9122 -0.326 0.059 0.192
F 1.5699 -6.8280 -0.9628 0.049 0.014 -0.068
C -4.0397 -11.9879 5.5439 0.076 -0.079 0.144
H -1.5573 4.0036 -0.6480 0.394 -0.004 -0.024
H -3.1005 3.7417 1.5887 0.095 0.292 0.204
C 5.1804 2.3677 0.7820 1.186 -2.531 -0.032
O 0.1410 -5.7509 -3.9055 0.101 0.002 0.147
C 1.4402 7.0090 -2.8544 0.125 0.204 -0.295
N -1.4176 0.9298 0.6425 -0.912 -0.455 1.831
H -6.4160 -10.5686 5.3051 -0.030 0.140 0.010
O 0.4835 5.6545 -1.2853 -0.219 -0.173 -0.399
C 1.5111 -4.1814 -7.2727 -0.022 -0.068 0.279
C -3.1048 -7.6695 3.9602 0.180 0.013 0.249
O 1.2742 -2.7950 -6.9870 0.108 -0.123 -0.089
O -2.0823 -7.3778 2.9960 -0.172 -0.027 0.029
O -1.6938 -3.9433 -0.8070 -0.042 -0.197 -1.252

***

15
Properties=species:S:1:pos:R:3:forces:R:3 method="wB97M-V/def2-TZVPD" gap_ev=10.62 energy_ha=-287.7641 e_above_lowest_kcal_mol=42.9 homo_ev=-9.65 lumo_ev=1.0 spin_multiplicity=1
H -1.4014 -1.6704 0.0039 0.162 0.034 0.052
H 2.2020 -0.6102 -0.0773 -0.125 0.097 -0.021
C 1.5569 0.2280 -0.3627 0.034 -0.006 -0.003
H -1.8132 0.6990 0.9893 -0.181 0.039 -0.129
C -0.8958 0.9393 -0.6506 0.264 -0.012 -0.229
C -0.3750 -1.4089 0.2531 -0.037 -0.255 -0.160
H 0.3338 -2.2340 0.2273 -0.060 0.162 0.008
H -0.4316 1.9393 -0.7089 -0.084 -0.132 0.106
N -0.2511 -0.4156 1.3248 0.164 0.066 0.268
H 0.5721 -0.5750 1.8982 -0.068 0.000 -0.110
H -1.1324 0.6310 -1.6780 0.067 0.063 0.127
O -2.0855 0.9621 0.0888 -0.068 0.036 0.164
C 0.1065 -0.0446 -0.0465 0.023 0.078 -0.098
H 1.7024 0.4175 -1.4321 -0.056 -0.066 0.127
H 1.8917 1.1210 0.1790 -0.036 -0.103 -0.104